[1]
Computed, not measured: the molecule C16H19FN2O4S2, with ωB97M-V/def2-TZVPD.

```
! wB97M-V def2-TZVPD RIJCOSX def2/J DEFGRID3
* xyz 0 1
C -1.652 2.451 2.198
C -1.284 2.366 0.721
C -2.372 1.683 -0.110
C -2.326 0.159 0.036
N -2.279 2.095 -1.500
S -0.897 2.433 -2.354
O -1.335 2.464 -3.719
O -0.260 3.589 -1.802
C 0.195 1.029 -2.137
C -0.136 -0.179 -2.719
C 0.667 -1.284 -2.508
C 1.815 -1.169 -1.721
N 2.610 -2.273 -1.453
S 3.267 -2.505 0.085
O 3.550 -3.904 0.148
O 4.312 -1.562 0.314
C 1.865 -2.102 1.128
C 0.795 -2.976 1.150
C -0.332 -2.655 1.886
C -0.346 -1.454 2.578
F -1.444 -1.130 3.283
C 0.725 -0.576 2.570
C 1.847 -0.914 1.832
C 2.168 0.070 -1.186
C 1.351 1.165 -1.393
H -1.813 1.465 2.626
H -0.855 2.941 2.752
H -2.562 3.032 2.330
H -0.346 1.819 0.603
H -1.135 3.370 0.324
H -3.351 2.035 0.245
H -2.540 -0.121 1.063
H -3.076 -0.305 -0.603
H -1.347 -0.229 -0.239
H -2.945 1.646 -2.107
H -1.021 -0.242 -3.333
H 0.416 -2.237 -2.950
H 2.329 -3.140 -1.884
H 0.861 -3.905 0.606
H -1.186 -3.311 1.932
H 0.672 0.343 3.130
H 2.714 -0.274 1.804
H 3.087 0.153 -0.631
H 1.597 2.138 -0.997
*
```

As for the SMILES: CC[C@H](C)NS(=O)(=O)c1ccc(NS(=O)(=O)c2ccc(F)cc2)cc1. The value obtained for the orbital gap is 9.372 eV. The value obtained for the relative energy (zero: lowest compared OMol25 entry of this formula, charge and spin) is 2.9 kcal per mole.

natural (NBO) atomic charge list, values in e, 6 entries: C -0.61; C -0.42; C -0.04; C -0.63; N -0.87; S 2.33

=====

[2]
Computed, not measured: a structure of composition C16H19N3O3, with ωB97M-V/def2-TZVPD.

```
! wB97M-V def2-TZVPD RIJCOSX def2/J DEFGRID3
* xyz 0 1
C 2.888 3.005 -0.977
C 2.413 1.682 -0.543
O 3.105 1.263 0.555
C 4.276 0.584 0.320
C 4.236 -0.911 -0.533
H 5.189 -1.146 -0.457
H 3.678 -0.759 -1.205
C 3.428 -1.801 0.259
N 1.986 -1.484 0.414
C 1.566 -1.108 1.678
N 0.251 -0.523 1.928
C -0.629 -0.712 0.740
C -0.071 -1.434 -0.522
N -1.120 -1.146 -1.254
C -2.264 -0.806 -0.764
C -3.614 -0.639 -0.983
C -4.469 -0.299 -0.171
C -4.210 0.092 1.194
C -2.787 0.072 1.517
C -1.942 -0.460 0.830
H -2.687 0.178 2.517
H -5.047 0.606 1.945
O -5.758 0.134 -0.694
C -6.853 0.537 0.251
H -6.581 1.660 0.221
H -7.591 0.548 -0.567
H -6.966 -0.379 0.912
H -3.781 -0.656 -2.161
H -1.161 -1.555 -2.143
C 1.297 -1.673 -0.580
O 1.755 -1.915 -1.755
H 2.193 -1.022 2.384
H 3.899 -1.913 1.402
H 3.507 -2.886 -0.199
H 4.616 0.425 1.350
H 4.898 1.519 -0.175
H 2.244 0.960 -1.524
H 1.241 1.876 0.093
H 3.796 2.899 -1.500
H 2.820 3.844 -0.150
H 2.250 3.341 -1.652
*
```

The value obtained for the orbital gap is 7.773 eV. The value obtained for the relative energy (zero: lowest compared OMol25 entry of this formula, charge and spin) is 381.5 kcal per mole.

natural (NBO) atomic charge list, values in e, 6 entries: C -0.65; C -0.06; O -0.56; C -0.07; C -0.43; H 0.23

=====

[3]
Computed, not measured: a structure of composition C16H19N3O7SSc, with ωB97M-V/def2-TZVPD.

```
! wB97M-V def2-TZVPD RIJCOSX def2/J DEFGRID3
* xyz -1 1
Sc 0.109 -0.435 0.118
O -2.159 -0.789 -0.364
C -3.157 0.223 -0.307
C -2.883 1.343 -1.295
N -1.637 2.007 -1.038
C -0.784 2.258 -2.167
C 0.001 1.035 -2.687
O 0.328 1.012 -3.860
O 0.258 0.121 -1.816
C -1.583 2.892 0.090
C -0.660 2.451 1.241
O -0.685 3.090 2.286
O 0.083 1.434 1.012
H -2.154 -1.227 -1.225
H -3.128 0.590 0.722
H -4.144 -0.223 -0.477
H -3.745 2.038 -1.278
H -2.849 0.924 -2.306
H -0.024 2.986 -1.874
H -1.321 2.688 -3.025
H -2.582 3.050 0.512
H -1.230 3.890 -0.205
O 2.741 -1.980 2.532
C 2.367 -1.983 1.365
O 1.893 -0.930 0.772
C 2.495 -3.213 0.508
C 3.703 -3.899 0.584
C 3.945 -5.013 -0.201
C 2.945 -5.455 -1.057
C 1.731 -4.798 -1.114
C 1.467 -3.664 -0.336
S -0.156 -2.982 -0.379
H 4.450 -3.531 1.274
H 4.895 -5.529 -0.146
H 3.107 -6.324 -1.684
H 0.950 -5.160 -1.770
C 0.956 -1.592 5.112
N 0.440 -0.461 4.343
C 1.284 0.739 4.273
C -0.216 -0.727 3.241
N -0.804 -0.882 2.255
H 1.207 -1.223 6.107
H 1.835 -2.020 4.628
H 0.174 -2.342 5.208
H 1.393 1.135 5.284
H 0.803 1.480 3.636
H 2.261 0.480 3.856
*
```

The value obtained for the orbital gap is 7.210 eV. The value obtained for the relative energy (zero: lowest compared OMol25 entry of this formula, charge and spin) is 2.0 kcal per mole.

natural (NBO) atomic charge list, values in e, 6 entries: Sc 1.65; O -0.71; C -0.07; C -0.23; N -0.46; C -0.32

=====

[4]
Computed, not measured: the molecule C16H19N5O6S2, with ωB97M-V/def2-TZVPD.

```
! wB97M-V def2-TZVPD RIJCOSX def2/J DEFGRID3
* xyz 0 1
N 2.369 3.548 -2.757
C 1.502 3.658 -1.838
N 1.027 2.530 -1.476
C -0.061 2.679 -0.629
N -0.780 1.437 -0.469
C -0.407 3.847 0.057
S -1.721 3.801 1.189
C -0.830 4.665 2.650
C -0.739 3.678 3.780
C -0.173 2.296 3.322
C -0.818 1.096 3.426
C -0.114 -0.007 2.766
C 1.130 0.407 2.284
C 1.990 -0.350 1.452
O 3.059 0.060 1.046
N 1.670 -1.737 1.132
C 2.198 -2.288 -0.096
C 2.046 -3.884 -0.094
C 0.692 -4.507 -0.495
C -0.379 -4.621 0.582
O -0.429 -3.796 1.454
O -1.341 -5.616 0.519
C 1.564 -1.743 -1.417
O 2.165 -1.919 -2.399
O 0.459 -0.917 -1.275
S 1.451 2.159 2.617
C 0.283 5.029 -0.404
O 0.133 6.081 0.245
N 1.189 4.900 -1.377
H 2.536 2.571 -2.936
H 3.207 4.136 -2.699
H -0.267 0.647 -0.493
H -1.512 1.487 0.225
H -1.426 5.579 3.020
H 0.192 5.020 2.373
H -1.702 3.623 4.224
H -0.147 4.090 4.561
H -1.747 0.971 4.052
H -0.589 -0.991 2.715
H 0.668 -2.013 1.302
H 3.359 -2.052 -0.021
H 2.791 -4.301 -0.763
H 2.314 -4.252 0.921
H 0.745 -5.511 -0.857
H 0.185 -3.890 -1.261
H -2.029 -5.433 1.162
H 0.309 -0.508 -2.132
H 1.379 5.743 -1.790
*
```

As for the SMILES: Nc1nc(N)c(SCCc2ccc(C(=O)N[C@@H](CCC(=O)O)C(=O)O)s2)c(=O)[nH]1. The value obtained for the orbital gap is 7.821 eV.

natural (NBO) atomic charge list, values in e, 6 entries: N -0.76; C 0.60; N -0.57; C 0.44; N -0.81; C -0.47

=====

[5]
Computed, not measured: a structure of composition C16H19N7OReS, with ωB97M-V/def2-TZVPD.

```
! wB97M-V def2-TZVPD RIJCOSX def2/J DEFGRID3
* xyz 2 4
Re -0.526 -1.031 -1.224
C 1.730 -1.580 1.097
C 0.947 -2.771 1.600
C 0.399 -3.428 0.581
C 0.711 -2.744 -0.706
C 1.452 -1.569 -0.409
H 2.801 -1.755 1.238
H 0.901 -3.049 2.644
H -0.167 -4.347 0.646
H 0.814 -3.323 -1.619
H 2.232 -1.209 -1.067
N -4.653 -2.374 -1.988
C -3.469 -1.775 -1.909
S -2.289 -2.523 -0.815
N -3.256 -0.721 -2.660
N -2.017 -0.187 -2.449
C -1.687 0.862 -3.117
C -0.390 1.475 -2.822
C 0.013 2.649 -3.426
C 1.226 3.215 -3.053
C 1.991 2.588 -2.085
C 1.536 1.403 -1.533
N 0.372 0.840 -1.887
H -4.855 -3.206 -1.462
H -5.350 -2.009 -2.619
H -2.373 1.285 -3.842
H -0.616 3.112 -4.174
H 1.564 4.133 -3.514
H 2.942 2.992 -1.769
H 2.123 0.867 -0.803
C -0.592 1.917 3.787
N 0.461 1.238 3.037
C 1.851 1.672 2.973
C 2.486 0.604 2.108
O 3.603 0.521 1.705
N 1.467 -0.336 1.835
C 0.302 0.099 2.384
N -0.862 -0.527 2.254
H -0.153 2.779 4.280
H -1.003 1.259 4.553
H -1.379 2.266 3.119
H 2.319 1.696 3.959
H 1.951 2.651 2.503
H -0.880 -1.478 1.907
H -1.674 -0.183 2.741
*
```

The value obtained for the orbital gap (spin up / spin down) is 7.254 / 7.085 eV. The value obtained for the relative energy (zero: lowest compared OMol25 entry of this formula, charge and spin) is 5.3 kcal per mole.

natural (NBO) atomic charge list, values in e, 6 entries: Re 1.15; C -0.10; C -0.25; C -0.16; C -0.36; C -0.45

=====

Total energy / hartree: -1927.79716; -1010.56741; -2471.29866; -2142.73263; -1555.57299